[1]
The following is a DFT calculation (ωB97M-V with the def2-TZVPD basis set) of a 2-piece molecular cluster, CH2ClNO2 overall at a distorted geometry.

Atoms and positions in Å:
C -0.47613 1.06601 -0.81301
N 0.34385 -1.12969 0.54937
O -0.78421 0.41226 -1.72789
O 0.70283 0.15995 0.50831
Cl -0.75785 2.58619 -0.28601
H 1.12922 -1.74225 0.36104
H -0.15770 -1.35248 1.40820

Forces on the atoms, in the same order (eV/Å):
C 2.22 -3.85 0.90
N -0.47 -0.66 -0.24
O -0.05 0.67 0.63
O -1.79 2.32 -1.63
Cl -0.17 1.35 0.46
H -0.06 0.12 0.05
H 0.32 0.06 -0.16

Summary:
Gap between HOMO and LUMO (spin up / spin down) (Ha): 0.314 / 0.314
Electronic energy (eV): -19173.161
HOMO (spin up / spin down) (eV): -8.392 / -8.387

=====

[2]
The following is a DFT calculation (ωB97M-V with the def2-TZVPD basis set) of C32H26EuN5O6S2Si as an isolated structure at a distorted geometry.

Atoms and positions in Å:
Eu 14.81992 13.02973 6.99940
O 12.94118 12.07838 10.92298
C 13.20590 12.15885 9.72738
O 14.25777 12.60738 9.19380
C 12.23171 11.59868 8.70061
C 11.17657 10.88865 9.14619
C 10.23046 10.43947 8.23263
C 10.49357 10.64317 6.91331
C 11.65032 11.32403 6.50740
N 12.50295 11.83942 7.39314
H 11.03125 10.88493 10.21584
H 9.33787 9.92517 8.47500
H 9.77729 10.35853 6.10420
H 11.88188 11.43774 5.47542
N 18.16442 11.31854 5.42598
C 18.48891 12.32705 6.32559
N 17.71431 13.34405 6.56393
C 18.34449 14.26917 7.35577
C 19.61296 13.93891 7.75175
S 20.02011 12.39376 7.12258
C 17.63021 15.50842 7.73226
C 18.18714 16.65009 8.21690
S 16.98775 17.77532 8.63470
C 15.74481 16.65724 8.09212
N 16.23797 15.52938 7.69711
N 14.36500 17.00970 8.08842
H 17.15795 11.15805 5.37267
H 18.61107 10.43656 5.62654
H 20.26848 14.46128 8.45158
H 19.22087 16.88688 8.35255
H 14.20183 17.17083 9.07471
H 13.84909 16.21049 7.67956
C 11.94468 6.66267 6.95827
C 12.08758 7.33293 5.74908
C 13.05497 8.33150 5.61695
C 13.91975 8.63169 6.68584
C 13.74829 7.94530 7.85732
C 12.78807 6.96624 8.01828
Si 15.38043 9.82046 6.47402
C 16.77107 9.11760 7.61176
C 16.84565 9.43642 8.95739
C 17.72022 8.77696 9.82319
C 18.58382 7.78422 9.33448
C 18.48611 7.41391 8.01715
C 17.61823 8.06954 7.14941
H 11.21407 5.82587 7.05844
H 11.44972 7.11349 4.89186
H 13.13643 8.83956 4.63626
H 14.45195 8.19208 8.61718
H 12.73511 6.44604 8.94915
H 15.98411 9.34150 5.09772
H 16.20474 10.23849 9.35105
H 17.80581 9.06481 10.84222
H 19.31236 7.32666 9.97237
H 19.14650 6.58654 7.67039
H 17.54847 7.72649 6.15264
O 13.23067 14.89454 6.65063
C 12.51722 14.43628 5.69542
O 12.92430 13.52915 4.92879
C 11.08860 14.88496 5.66560
C 10.29828 14.17607 4.80941
C 8.90190 14.45357 4.78951
C 8.47157 15.41064 5.67593
O 7.14749 15.91056 5.80225
C 7.33283 17.15440 6.46556
O 8.49716 17.00094 7.29092
C 9.28840 16.11731 6.56122
C 10.63922 15.87990 6.51924
H 10.74158 13.43380 4.17558
H 8.16131 13.96333 4.09644
H 6.43747 17.38330 7.05988
H 7.58399 17.91666 5.75366
H 11.34866 16.44507 7.12336

Forces on the atoms, in the same order (eV/Å):
Eu 0.22 0.15 -0.54
O -0.16 0.07 -0.05
C -0.01 -0.39 0.10
O 0.91 0.59 0.29
C 1.11 0.81 -0.67
C -1.71 -0.13 0.52
C 0.69 0.03 -0.05
C -0.32 0.28 -2.23
C -0.27 -0.24 1.41
N -0.55 -0.70 0.29
H 0.04 -0.39 0.09
H -0.71 -0.38 0.64
H 0.66 0.00 0.89
H 0.17 0.28 -0.63
N 0.27 0.50 0.75
C -0.30 -0.75 -0.72
N -0.40 0.00 -0.13
C 0.49 0.43 0.45
C -0.38 0.39 0.32
S 0.20 -0.09 -0.15
C -0.32 0.01 0.29
C 0.04 -0.58 -0.16
S -0.84 0.38 -0.16
C -0.37 0.27 -0.13
N 0.25 -0.48 -0.54
N 2.20 -0.55 0.37
H -0.06 0.17 -0.09
H 0.13 -0.10 0.02
H -0.34 -0.22 -0.39
H 0.32 -0.04 0.03
H -0.97 0.07 -0.07
H -0.16 0.32 0.30
C -0.54 -1.09 0.12
C 0.11 0.58 -0.19
C -0.20 -0.14 -0.25
C 0.14 0.12 -1.62
C -0.05 -0.14 0.27
C -0.18 0.20 -0.44
Si 0.61 0.87 -0.77
C 0.00 -1.37 -0.95
C -0.01 0.40 0.74
C 0.66 -0.30 -1.00
C -0.94 0.92 0.57
C 0.82 -0.69 -0.98
C -0.31 0.56 1.53
H 0.54 0.83 -0.09
H 0.07 -0.09 0.26
H 0.12 -0.23 0.69
H 0.24 -0.19 0.92
H -0.19 -0.35 0.45
H -0.34 0.01 0.61
H 0.20 -0.33 -0.09
H -0.12 0.26 0.76
H 0.17 -0.25 0.36
H -0.60 0.70 0.03
H -0.14 -0.18 -1.02
O -0.14 0.32 -0.33
C 1.00 -0.71 0.69
O -0.13 0.80 0.25
C 1.13 -0.53 -0.48
C -2.39 0.33 -0.13
C -0.21 -0.47 -0.58
C -1.23 0.64 -0.06
O 0.90 -0.32 -0.06
C 0.29 -1.02 0.65
O 0.29 -0.09 -0.09
C -0.55 -0.33 -0.78
C -0.17 0.95 1.06
H 0.11 -0.17 -0.15
H 1.03 0.53 0.84
H 0.48 -0.07 -0.08
H -0.15 0.62 -0.66
H -0.18 -0.30 -0.07

Summary:
Gap between HOMO and LUMO (spin up / spin down) (Ha): 0.212 / 0.219
Electronic energy (eV): -102223.630
Charge: -1
2S+1: 8
HOMO (spin up / spin down) (eV): -3.665 / -3.855

=====

[3]
The following is a DFT calculation (ωB97M-V with the def2-TZVPD basis set) of C25H40GeO7PSeTi as an isolated structure at a distorted geometry.

Atoms and positions in Å:
Ti -0.75781 0.25856 -1.04663
O 1.04733 0.54217 -0.43026
C 1.60119 1.98184 -0.63649
C 0.30625 2.81245 -0.55142
O 0.19998 3.95538 -0.31569
O -0.78820 2.01435 -0.92502
C 2.59698 2.22426 0.44191
C 2.19389 2.69457 1.69610
C 3.12078 2.83206 2.71362
C 4.45050 2.49208 2.49246
C 4.85430 2.00988 1.25505
C 3.93272 1.87540 0.22922
C 2.05185 2.07511 -2.07405
C 1.48733 1.28639 -3.07593
C 1.83332 1.46842 -4.40397
C 2.74568 2.45992 -4.74431
C 3.29108 3.26757 -3.75744
C 2.94678 3.08122 -2.42756
H 1.77281 -0.03826 -0.13883
H 1.17110 3.00221 1.87030
H 2.81553 3.22375 3.67427
H 5.17566 2.61476 3.28555
H 5.89020 1.75237 1.08352
H 4.25916 1.51152 -0.73862
H 0.77091 0.48084 -2.85865
H 1.40572 0.83749 -5.17109
H 3.02699 2.60236 -5.77844
H 3.98892 4.05033 -4.02063
H 3.36574 3.72794 -1.66714
C -3.34896 0.35916 -4.25821
C -3.38202 0.17234 -2.79678
C -4.65837 0.04925 -2.07678
O -2.29537 0.10983 -2.15813
H -4.30455 0.70297 -4.64632
H -3.14517 -0.62484 -4.70229
H -2.53587 1.02463 -4.54883
H -5.31468 -0.64588 -2.60824
H -5.16568 1.02053 -2.14473
H -4.53346 -0.24301 -1.03726
C -2.18559 -4.09193 -0.39901
O -1.04042 -3.73191 -1.22274
P -0.28831 -2.35482 -1.18122
O 0.69870 -2.34577 0.07592
C 1.61696 -3.45433 0.36436
O 0.68467 -2.44030 -2.42908
C 0.47748 -3.20212 -3.65860
H -3.07398 -4.07430 -1.02372
H -2.28760 -3.40741 0.44366
H -2.00508 -5.09946 -0.03768
H 2.05009 -3.24108 1.33574
H 2.38654 -3.48954 -0.40255
H 1.06330 -4.38938 0.39612
H -0.29675 -2.72602 -4.25697
H 0.20351 -4.22382 -3.41751
H 1.42578 -3.17761 -4.18475
C -0.06047 -0.30620 5.62539
Ge -1.23922 -1.05743 4.27833
C -1.02206 -2.97306 3.98866
C -3.10108 -0.51831 4.48940
C -0.54504 -0.25109 2.52854
Se -1.92634 -0.09271 1.17139
C -2.61488 1.68192 1.58873
H -0.22350 -0.81452 6.57560
H -0.26049 0.75466 5.77260
H 0.98671 -0.43668 5.35330
H -1.56193 -3.54118 4.74482
H 0.03037 -3.24973 4.05097
H -1.40688 -3.27277 3.01230
H -3.51890 -1.02209 5.36066
H -3.72181 -0.79416 3.63398
H -3.18425 0.55311 4.67164
H 0.19904 -0.92449 2.10194
H -0.10444 0.73945 2.65144
H -3.21357 1.57271 2.48859
H -3.23165 2.01917 0.76001
H -1.78144 2.36131 1.74747

Forces on the atoms, in the same order (eV/Å):
Ti -1.14 0.15 0.04
O 0.41 0.07 0.05
C -0.01 0.05 0.05
C 0.11 0.17 -0.01
O 0.04 -0.07 0.07
O 0.25 0.01 -0.01
C 0.02 -0.03 0.04
C 0.04 0.02 -0.07
C 0.00 0.00 -0.01
C 0.01 0.00 0.00
C 0.01 0.00 0.01
C 0.03 -0.09 -0.01
C 0.02 0.04 -0.05
C -0.12 0.01 0.00
C 0.01 0.01 0.00
C -0.02 -0.02 0.02
C 0.01 0.00 -0.03
C -0.01 0.05 -0.01
H -0.08 -0.05 -0.02
H -0.05 0.02 0.00
H -0.01 0.00 0.00
H 0.01 0.00 0.00
H 0.01 0.00 0.00
H -0.01 0.01 0.06
H 0.23 -0.03 -0.05
H 0.00 0.00 -0.01
H 0.00 0.00 -0.01
H 0.01 0.00 -0.01
H -0.02 -0.02 -0.03
C 0.05 0.02 0.02
C -0.05 0.04 -0.14
C 0.02 -0.03 0.01
O -0.17 -0.15 -0.11
H 0.00 0.01 0.01
H -0.01 0.00 0.00
H 0.00 -0.01 -0.01
H 0.01 0.00 -0.01
H 0.01 0.01 0.01
H -0.01 0.01 -0.02
C 0.03 -0.01 0.05
O -0.19 0.27 -0.11
P 1.11 -0.12 0.17
O -0.23 -0.09 -0.18
C 0.00 -0.03 -0.01
O -0.25 -0.01 0.09
C 0.05 -0.04 0.01
H 0.01 0.00 0.01
H -0.01 -0.02 0.00
H -0.01 0.01 0.00
H 0.01 0.00 -0.01
H 0.00 0.00 0.01
H 0.01 0.01 0.01
H 0.00 -0.01 0.00
H -0.01 -0.01 0.00
H -0.01 0.01 0.02
C -0.01 -0.03 -0.03
Ge -0.01 0.00 0.03
C -0.01 0.07 0.00
C 0.05 0.00 -0.05
C 0.10 0.03 0.00
Se -0.17 -0.15 0.22
C 0.00 0.04 -0.04
H -0.02 -0.01 0.00
H -0.01 0.00 -0.02
H 0.00 -0.01 -0.01
H -0.01 0.01 0.02
H 0.01 0.00 -0.01
H -0.03 0.00 -0.02
H 0.01 -0.03 0.02
H 0.01 0.00 0.01
H 0.00 0.02 0.00
H -0.01 -0.01 0.05
H -0.02 0.00 -0.04
H -0.01 -0.02 0.03
H 0.00 -0.02 0.01
H 0.00 -0.03 -0.01

Summary:
Gap between HOMO and LUMO (Ha): 0.221
Electronic energy (eV): -195149.310
Charge: +3
HOMO (eV): -16.932

=====

> Look up the electronic energy of the first one.

-19173.161 eV

=====

> Which value of electronic energy does entry 2 give?

-102223.630 eV